Density functional theory data (wB97M-V/def2-TZVPD) for a 7-piece molecular cluster, C17H32Cl6O13 overall in a non-equilibrium geometry.

## Properties
LUMO energy (alpha / beta) (eV): -4.80 / -8.35
Calculated total energy (hartree): -4405.8151
Kohn-Sham gap (alpha / beta) (eV): 7.945 / 4.396

ORCA input file:
```
! RIJCOSX wB97M-V def2-TZVPD def2/J DEFGRID3
* xyz 1 2
C -2.82 4.12 -0.96
Cl -1.29 4.05 -1.80
Cl -2.58 3.80 0.83
Cl -3.99 2.94 -1.61
H -3.17 5.15 -0.93
C 4.09 -2.91 -0.88
Cl 2.83 -1.67 -0.80
Cl 4.83 -3.00 0.81
Cl 5.23 -2.48 -2.07
H 3.56 -3.82 -1.12
C 3.07 -1.87 3.69
O 3.24 -3.18 4.10
C 4.52 -3.79 4.32
O 5.61 -3.27 4.11
O 4.28 -5.03 4.77
C 5.32 -5.98 4.96
H 3.35 -1.78 2.64
H 3.48 -1.20 4.45
H 2.02 -1.61 3.74
H 6.30 -5.64 5.29
H 5.51 -6.62 4.10
H 5.11 -6.69 5.76
C 5.41 0.59 -0.55
O 4.23 1.25 -0.81
C 4.16 2.51 -1.32
O 5.16 3.16 -1.72
O 2.90 2.93 -1.34
C 2.70 4.36 -1.56
H 6.00 1.01 0.26
H 5.96 0.58 -1.50
H 5.28 -0.48 -0.39
H 3.56 5.02 -1.47
H 1.83 4.58 -0.94
H 2.35 4.52 -2.58
C -5.36 -0.84 1.50
O -6.21 -0.37 0.50
C -6.69 0.89 0.49
O -6.34 1.78 1.30
O -7.56 1.00 -0.52
C -7.93 2.28 -0.99
H -5.76 -0.60 2.48
H -4.35 -0.45 1.42
H -5.23 -1.91 1.35
H -8.75 2.56 -0.32
H -8.30 2.30 -2.01
H -7.11 3.00 -0.95
C -2.67 1.53 -4.65
O -2.08 0.26 -4.43
C -2.12 -0.32 -3.26
O -2.66 0.16 -2.24
O -1.40 -1.43 -3.28
C -1.15 -2.13 -2.12
H -2.40 1.97 -5.61
H -2.49 2.27 -3.87
H -3.76 1.48 -4.63
H -1.37 -1.60 -1.20
H -0.08 -2.35 -2.05
H -1.69 -3.08 -2.16
C 0.45 0.77 -0.45
C -0.07 0.41 0.96
O 0.85 0.32 1.77
C -1.56 0.08 1.34
H 0.53 -0.21 -0.91
H 1.45 1.21 -0.45
H -0.31 1.43 -0.88
H -1.74 -0.83 1.91
H -2.17 0.08 0.44
H -1.98 0.79 2.05
*
```

Density functional theory data (wB97M-V/def2-TZVPD) for a 2-piece molecular cluster, H3O2 overall in a non-equilibrium geometry.

## Properties
LUMO energy (eV): 5.51
ΔE to the lowest compared entry with this formula, charge and spin (eV): 0.090
Calculated total energy (hartree): -152.2796
Kohn-Sham gap (eV): 8.448

ORCA input file:
```
! RIJCOSX wB97M-V def2-TZVPD def2/J DEFGRID3
* xyz -1 1
O 1.18 -0.50 -0.12
H 0.93 -1.44 -0.06
H 0.29 0.02 0.08
O -1.18 0.48 -0.01
H -1.21 1.45 0.10
*
```

Density functional theory data (wB97M-V/def2-TZVPD) for a 2-piece molecular cluster, C13H17BN2O4P overall in a non-equilibrium geometry.

## Properties
LUMO energy (eV): -4.66
Calculated total energy (hartree): -1282.0151
Kohn-Sham gap (eV): 6.905

ORCA input file:
```
! RIJCOSX wB97M-V def2-TZVPD def2/J DEFGRID3
* xyz 1 1
C -0.98 3.14 4.25
O -2.30 3.15 3.66
B -2.39 3.76 2.47
O -2.27 5.10 2.26
N -2.72 2.90 1.22
C -1.80 2.09 0.71
C -2.08 1.32 -0.42
P -0.91 0.17 -1.25
C 0.45 1.13 -2.04
C -0.22 -0.98 0.01
C -3.35 1.45 -0.94
C -4.24 2.33 -0.32
N -3.94 3.06 0.73
H -0.43 4.04 4.02
H -1.08 3.10 5.33
H -0.45 2.26 3.90
H -1.47 5.32 1.77
H -0.83 2.02 1.19
H 1.39 0.72 -1.71
H 0.39 0.96 -3.10
H 0.40 2.19 -1.82
H 0.82 -0.78 0.24
H -0.31 -1.99 -0.38
H -0.81 -0.93 0.93
H -3.64 0.87 -1.80
H -5.24 2.43 -0.72
C 4.30 -4.08 -0.64
C 3.89 -2.90 -1.11
C 2.73 -2.80 -2.02
O 2.35 -1.73 -2.45
C 2.04 -4.06 -2.39
C 2.44 -5.24 -1.93
C 3.61 -5.34 -1.01
O 3.98 -6.41 -0.58
H 5.15 -4.18 0.03
H 4.38 -1.97 -0.85
H 1.19 -3.96 -3.06
H 1.95 -6.17 -2.19
*
```

Density functional theory data (wB97M-V/def2-TZVPD) for a single C6H11N molecule in a non-equilibrium geometry.

## Properties
LUMO energy (eV): 0.92
ΔE to the lowest compared entry with this formula, charge and spin (eV): 1.925
Calculated total energy (hartree): -289.9009
SMILES string: CCC[C@@H](C)C#N
Kohn-Sham gap (eV): 11.437

ORCA input file:
```
! RIJCOSX wB97M-V def2-TZVPD def2/J DEFGRID3
* xyz 0 1
C 2.63 -0.42 -0.82
C 1.09 -0.22 -0.85
C 0.34 0.74 0.12
C -1.25 0.09 0.85
C -2.60 0.87 0.66
C -1.25 -1.22 0.23
N -0.87 -2.14 -0.36
H 2.87 -1.47 -1.07
H 3.15 0.19 -1.57
H 3.11 -0.22 0.15
H 0.81 -0.01 -1.89
H 0.62 -1.20 -0.67
H 1.00 1.03 0.95
H -0.04 1.62 -0.38
H -1.15 -0.07 1.94
H -2.58 1.82 1.19
H -2.84 1.06 -0.39
H -3.48 0.32 1.07
*
```

Density functional theory data (wB97M-V/def2-TZVPD) for C46H37BClF9IN3O2PSiZr as an isolated structure.

## Properties
LUMO energy (eV): -3.55
Calculated total energy (hartree): -4449.3849
Kohn-Sham gap (eV): 7.533

ORCA input file:
```
! RIJCOSX wB97M-V def2-TZVPD def2/J DEFGRID3
* xyz 1 1
Zr -1.48 0.43 0.32
C -0.53 -0.07 4.76
Si -1.87 0.03 3.48
C -3.50 -0.66 4.06
C -2.11 1.82 2.99
N -1.36 -0.79 1.97
C -1.62 -2.16 1.76
C -1.79 -3.10 2.78
C -2.08 -4.42 2.48
C -2.23 -4.84 1.17
C -2.05 -3.93 0.13
C -1.74 -2.63 0.46
O -1.53 -1.64 -0.55
C -1.08 -2.12 -1.82
C -1.92 -1.92 -2.89
C -1.49 -2.36 -4.14
C -0.26 -2.98 -4.28
C 0.55 -3.20 -3.17
C 0.14 -2.76 -1.91
H -0.80 0.49 5.66
H 0.40 0.37 4.36
H -0.31 -1.09 5.06
H -4.10 0.15 4.47
H -3.39 -1.43 4.83
H -4.06 -1.10 3.22
H -2.42 2.33 3.91
H -2.91 2.00 2.27
H -1.20 2.34 2.67
H -1.68 -2.79 3.81
H -2.20 -5.13 3.29
H -2.47 -5.87 0.94
H -2.15 -4.24 -0.90
H -2.88 -1.44 -2.76
H -2.13 -2.21 -5.00
H 0.06 -3.33 -5.25
H 1.49 -3.71 -3.27
H 0.73 -2.96 -1.03
Cl -6.08 3.19 -4.24
C -5.32 2.39 -2.92
C -6.03 2.11 -1.79
C -5.42 1.45 -0.69
I -6.55 1.06 1.00
C -4.11 1.08 -0.76
O -3.46 0.46 0.25
C -3.36 1.37 -1.92
N -2.05 0.99 -1.92
C -1.31 1.27 -2.97
C -1.81 1.92 -4.11
C -3.12 2.30 -4.13
C -3.94 2.03 -3.02
H -7.07 2.39 -1.73
H -0.26 0.98 -2.93
H -1.14 2.13 -4.93
H -3.54 2.81 -4.99
F 2.98 3.82 5.85
C 3.90 3.10 5.19
F 4.43 2.22 6.06
F 4.88 3.94 4.82
C 3.30 2.40 4.00
C 2.24 3.00 3.32
C 1.70 2.37 2.21
C 2.21 1.15 1.77
C 3.29 0.58 2.45
C 3.82 1.20 3.56
P 1.49 0.29 0.34
C 2.20 -1.38 0.46
C 1.61 -2.26 1.37
C 2.01 -3.58 1.43
C 3.01 -4.03 0.58
C 3.65 -3.15 -0.28
C 3.25 -1.83 -0.34
C 3.40 -5.49 0.57
F 2.70 -6.16 -0.36
F 4.70 -5.65 0.28
F 3.16 -6.07 1.75
C 2.22 1.04 -1.14
C 2.01 0.42 -2.38
C 2.40 1.05 -3.55
C 2.97 2.32 -3.49
C 3.19 2.94 -2.27
C 2.81 2.30 -1.10
C 3.37 3.00 -4.78
F 4.52 2.49 -5.26
F 2.43 2.81 -5.72
F 3.54 4.31 -4.63
H 1.84 3.94 3.65
H 0.89 2.85 1.68
H 3.70 -0.37 2.12
H 4.65 0.74 4.09
H 0.83 -1.90 2.03
H 1.53 -4.26 2.12
H 4.46 -3.50 -0.91
H 3.75 -1.15 -1.02
H 1.55 -0.56 -2.44
H 2.25 0.57 -4.50
H 3.62 3.93 -2.23
H 2.98 2.79 -0.15
B -0.42 4.56 -1.55
C -0.60 3.40 -0.53
N -0.77 2.47 0.16
H 0.12 5.48 -0.97
H -1.54 4.83 -1.92
H 0.27 4.08 -2.42
*
```

Density functional theory data (wB97M-V/def2-TZVPD) for C5H7Br as an isolated structure in a non-equilibrium geometry.

## Properties
LUMO energy (eV): 0.81
ΔE to the lowest compared entry with this formula, charge and spin (eV): 2.801
Calculated total energy (hartree): -2768.5843
Kohn-Sham gap (eV): 10.181

ORCA input file:
```
! RIJCOSX wB97M-V def2-TZVPD def2/J DEFGRID3
* xyz 0 1
C -0.13 -1.48 0.79
C -0.73 -0.36 -2.15
C 0.17 -0.21 0.57
C -0.19 0.50 -1.29
C 0.73 0.91 1.42
Br 0.34 2.32 -1.43
H 0.20 -1.74 1.88
H -0.53 -2.10 0.00
H -1.08 0.00 -3.10
H -1.28 -1.16 -1.65
H 1.85 1.09 1.33
H 0.07 1.85 1.25
H 0.58 0.38 2.39
*
```

Number 5 is which compound?
C46H37BClF9IN3O2PSiZr

What did the second record say?
Density functional theory data (wB97M-V/def2-TZVPD) for a 2-piece molecular cluster, H3O2 overall in a non-equilibrium geometry.

## Properties
LUMO energy (eV): 5.51
ΔE to the lowest compared entry with this formula, charge and spin (eV): 0.090
Calculated total energy (hartree): -152.2796
Kohn-Sham gap (eV): 8.448

ORCA input file:
```
! RIJCOSX wB97M-V def2-TZVPD def2/J DEFGRID3
* xyz -1 1
O 1.18 -0.50 -0.12
H 0.93 -1.44 -0.06
H 0.29 0.02 0.08
O -1.18 0.48 -0.01
H -1.21 1.45 0.10
*
```

What is the formula in the first record?
C17H32Cl6O13

Among the records above, which one has the highest calculated total energy?
H3O2